Entry 1:
{
  "formula": "C4H9O4",
  "method": "ωB97M-V with the def2-TZVPD basis set",
  "species": ["O", "C", "O", "C", "C", "C", "O", "H", "H", "H", "H", "H", "H", "H", "H", "H", "O"],
  "xyz": [[1.50172, 0.84544, 1.56933], [1.69359, 0.30523, 0.41929], [2.91557, -0.45197, 0.32351], [0.51224, -0.71332, 0.11871], [-0.73423, 0.01691, -0.21838], [-1.80040, -0.13583, 0.81933], [-2.02053, -1.31417, 1.34172], [1.68324, 1.02512, -0.43939], [0.36521, -1.33077, 1.00139], [-0.56202, 1.06612, -0.43409], [0.86784, -1.36510, -0.66299], [-1.37839, 0.48598, 1.68084], [-2.74374, 0.36214, 0.52727], [-1.13587, -0.27992, -1.26618], [-1.44628, 0.93200, -3.42000], [3.32165, -0.25733, 1.18092], [-1.03960, 0.80948, -2.54129]],
  "forces_ev_per_a": [[-0.25, 0.10, 0.34], [0.38, 0.51, -0.24], [0.07, 0.08, 0.26], [-0.79, -0.33, -0.23], [0.89, 0.48, 1.40], [-1.34, -1.13, -0.62], [0.26, -0.11, 0.33], [-0.02, -0.25, 0.00], [-0.09, -0.18, 0.13], [0.11, 0.14, -0.09], [0.44, 0.00, -0.47], [0.66, 0.35, -0.16], [0.07, 0.46, 0.03], [-0.44, 0.33, -0.70], [-0.04, -0.60, 0.46], [-0.01, -0.14, -0.15], [0.10, 0.29, -0.30]],
  "orbital_gap_ev": 4.6,
  "e_lumo_ev": 0.242,
  "charge": -1,
  "largest_force_ev_per_a": 1.857,
  "de_lowest_kcal_mol": 199.7
}

---

Entry 2:
{
  "formula": "C23H15BrIN3O2SW",
  "method": "ωB97M-V with the def2-TZVPD basis set",
  "species": ["W", "I", "C", "C", "C", "C", "C", "C", "C", "C", "C", "C", "H", "H", "H", "H", "H", "H", "Br", "C", "C", "N", "C", "C", "C", "C", "O", "O", "H", "H", "H", "N", "C", "N", "C", "C", "C", "C", "C", "C", "S", "H", "H", "H", "H", "H", "H"],
  "xyz": [[-0.36808, -0.33606, -0.68661], [1.43934, -2.22758, -1.64134], [2.04846, -2.55937, 0.32953], [3.21854, -3.22715, 0.53897], [3.57851, -3.53167, 1.86714], [2.72826, -3.20829, 2.88547], [1.49891, -2.55066, 2.63446], [0.56341, -2.35211, 3.67764], [-0.68318, -1.83338, 3.42931], [-0.99563, -1.37609, 2.15053], [-0.09146, -1.43837, 1.07730], [1.14648, -2.15225, 1.32201], [3.85588, -3.53121, -0.28086], [4.50856, -4.04834, 2.06119], [2.97518, -3.47389, 3.90621], [0.83362, -2.66414, 4.68037], [-1.41426, -1.75799, 4.22340], [-1.98483, -0.96903, 1.99973], [-0.29723, 2.43188, 2.06061], [-1.90311, 1.63647, 1.54304], [-3.02810, 1.68258, 2.36175], [-4.18076, 1.11411, 2.01896], [-4.28741, 0.46847, 0.85329], [-3.22291, 0.36652, -0.01578], [-2.00804, 0.94131, 0.35002], [-3.21084, -0.40415, -1.28771], [-4.05297, -0.43445, -2.11672], [-1.98771, -1.04614, -1.44287], [-2.99365, 2.19300, 3.31724], [-5.24307, 0.01411, 0.61844], [-1.30483, 1.26678, -0.46462], [-1.66165, 0.35487, -4.28421], [-0.67698, 1.06046, -3.74979], [-0.11646, 0.78342, -2.57673], [0.89744, 1.68776, -2.27861], [1.65643, 1.60683, -1.12880], [2.58158, 2.60497, -0.86271], [2.75728, 3.63717, -1.77986], [2.02359, 3.69536, -2.96137], [1.08375, 2.70468, -3.19303], [-0.01748, 2.46505, -4.53311], [-2.06632, -0.43020, -3.79221], [-2.07395, 0.61775, -5.16489], [1.60877, 0.75090, -0.45094], [3.19011, 2.56697, 0.03051], [3.49250, 4.40334, -1.57465], [2.18432, 4.49774, -3.66968]],
  "forces_ev_per_a": [[-0.55, -2.17, -0.68], [-0.24, 0.27, -0.18], [0.03, 0.01, -0.27], [0.06, -0.03, 0.27], [0.04, -0.02, -0.08], [-0.01, 0.01, 0.05], [-0.05, -0.03, 0.17], [0.03, -0.03, 0.04], [0.03, -0.05, 0.06], [0.16, 0.06, -0.05], [0.31, 0.35, -0.35], [-0.12, -0.11, 0.24], [-0.01, 0.01, 0.01], [-0.02, 0.02, 0.00], [-0.01, 0.01, -0.02], [-0.01, 0.00, -0.03], [0.02, -0.01, -0.01], [-0.02, 0.06, 0.00], [0.04, 0.05, -0.03], [0.08, 0.01, 0.00], [-0.38, -0.17, 0.02], [0.18, 0.06, -0.02], [-0.16, 0.02, 0.19], [0.11, -0.15, -0.08], [-0.32, 0.69, 0.33], [0.02, 0.25, 0.15], [-0.02, -0.29, -0.09], [0.63, 0.26, 0.06], [-0.01, 0.01, -0.01], [0.00, 0.02, 0.03], [-0.20, 0.75, -0.02], [-0.05, -0.08, 0.01], [0.01, 0.06, 0.07], [0.18, -0.02, 0.19], [-0.03, -0.12, -0.04], [0.04, 0.31, 0.04], [0.07, 0.00, 0.03], [0.00, 0.03, -0.05], [0.04, 0.04, 0.04], [0.00, 0.20, -0.19], [-0.02, 0.06, -0.11], [0.02, 0.03, -0.02], [-0.01, 0.01, 0.01], [0.18, -0.33, 0.35], [-0.03, 0.00, -0.01], [-0.02, -0.01, -0.03], [0.00, -0.02, 0.02]],
  "orbital_gap_ev": [5.9, 6.2],
  "e_lumo_ev": [-8.468, -8.284],
  "multiplicity": 3,
  "charge": 2,
  "largest_force_ev_per_a": 2.341,
  "de_lowest_kcal_mol": 35.7
}

---

Entry 3:
{
  "formula": "C4H6O2",
  "method": "ωB97M-V with the def2-TZVPD basis set",
  "species": ["C", "C", "O", "H", "H", "C", "C", "O", "H", "H", "H", "H"],
  "xyz": [[-1.74755, -0.41993, 1.12616], [-2.10564, -0.32617, -0.13405], [-2.42523, -0.27759, -1.25741], [-2.16830, -1.19704, 1.75096], [-1.09849, 0.33792, 1.54043], [1.78492, -0.09695, -0.09497], [0.80837, 0.74964, -0.86288], [0.10455, 1.60004, -0.36800], [1.72079, 0.11905, 0.97321], [2.80194, 0.11969, -0.44513], [1.57384, -1.15852, -0.27602], [0.75081, 0.54985, -1.95229]],
  "forces_ev_per_a": [[-0.07, 0.04, -0.04], [-0.33, -0.09, -0.78], [0.35, -0.03, 1.12], [0.02, 0.06, -0.17], [-0.04, -0.02, -0.10], [-0.04, 0.07, 0.09], [-0.15, 0.21, 0.18], [0.35, -0.33, -0.18], [-0.02, -0.02, -0.13], [-0.15, -0.11, -0.02], [0.09, 0.20, -0.02], [0.01, 0.03, 0.06]],
  "orbital_gap_ev": 10.1,
  "e_lumo_ev": 0.926,
  "charge": 0,
  "largest_force_ev_per_a": 1.172,
  "smiles": "C=C=O.CC=O",
  "de_lowest_kcal_mol": 39.7
}

---

Entry 4:
{
  "formula": "C19H21ClF3N3O3",
  "method": "ωB97M-V with the def2-TZVPD basis set",
  "species": ["C", "C", "C", "C", "C", "N", "C", "Cl", "C", "C", "C", "O", "O", "C", "N", "C", "C", "C", "C", "C", "N", "C", "O", "C", "F", "F", "F", "C", "C", "H", "H", "H", "H", "H", "H", "H", "H", "H", "H", "H", "H", "H", "H", "H", "H", "H", "H", "H", "H", "H"],
  "xyz": [[1.88780, 1.49923, 6.53770], [1.66988, 2.20045, 5.26887], [0.70400, 1.34043, 4.34305], [0.65867, 1.84814, 2.95252], [-0.47264, 1.58546, 2.00680], [-1.67749, 1.26042, 2.45015], [-2.50505, 1.08248, 1.38377], [-4.09773, 0.33461, 1.52417], [-1.80646, 1.33704, 0.19284], [-2.33442, 0.98335, -1.19451], [-2.97000, 2.24569, -1.84063], [-3.27147, 2.27277, -3.05727], [-3.30666, 3.25983, -0.92930], [-4.26576, 4.26044, -1.35108], [-0.50034, 1.62084, 0.66061], [0.72222, 1.77752, -0.15596], [1.48382, 0.50142, -0.59782], [0.90646, -0.74035, -0.43997], [1.63505, -2.00797, -0.72540], [2.99347, -1.85980, -1.16258], [3.94694, -2.92931, -1.28684], [3.89739, -3.94474, -2.26881], [4.67556, -4.81471, -1.82209], [3.19375, -3.77504, -3.64360], [2.04064, -4.24900, -3.44638], [2.97270, -2.48711, -4.08728], [3.58963, -4.49157, -4.75042], [3.54427, -0.61353, -1.14038], [2.76241, 0.52807, -0.90586], [0.87580, 1.22241, 6.92449], [2.47486, 0.62588, 6.32476], [2.44236, 2.09974, 7.15962], [2.58292, 2.47102, 4.76674], [1.12906, 3.16693, 5.38526], [1.11734, 0.36575, 4.23321], [-0.28769, 1.24044, 4.82325], [1.51098, 1.45865, 2.45638], [0.76130, 2.94322, 3.04889], [-1.36618, 0.53191, -1.74107], [-3.17033, 0.24630, -1.03244], [-4.12601, 5.03283, -0.59514], [-5.28058, 3.97485, -1.40998], [-3.87106, 4.56160, -2.31507], [0.47549, 2.26194, -1.08041], [1.51026, 2.48269, 0.34020], [-0.14023, -0.90075, 0.01856], [1.37032, -3.06712, -0.60670], [4.35606, -3.22398, -0.43792], [4.61585, -0.48099, -1.40074], [3.40169, 1.42047, -0.91739]],
  "forces_ev_per_a": [[-1.75, -1.35, -0.56], [-2.50, 0.66, -2.24], [0.02, 0.09, 1.35], [-0.25, 2.04, -1.43], [-2.59, -0.93, 1.39], [-0.60, -0.16, 0.62], [1.69, 0.09, -0.90], [1.01, 0.80, -0.08], [-1.01, -1.48, 1.92], [2.41, 0.84, 0.71], [-1.61, 0.46, -2.95], [0.92, 0.30, 3.95], [0.09, -2.54, -0.90], [2.66, 0.52, -0.22], [1.32, 0.14, -1.99], [1.37, 0.65, 0.15], [-3.71, -0.06, 2.33], [-1.24, -4.79, 0.35], [1.17, 2.54, -0.46], [-1.00, -0.06, 1.50], [-3.66, 1.20, -3.27], [5.45, 0.23, 4.72], [-2.10, -0.84, -3.63], [0.54, 0.75, -2.55], [-4.23, -1.44, 1.47], [1.35, -0.87, 0.92], [1.50, 0.94, 1.50], [0.35, 1.48, -0.97], [5.22, 0.40, -1.02], [1.07, 0.08, 0.25], [0.12, -0.77, 0.18], [1.02, 1.27, 2.01], [0.53, -0.18, -0.41], [0.33, -0.41, 0.25], [0.23, -1.17, 0.54], [0.45, 0.20, -0.28], [1.29, 0.03, -0.51], [0.12, -0.09, -0.52], [-2.74, 0.99, 0.40], [1.01, 0.57, -0.48], [-0.20, 0.10, -0.24], [-0.94, -0.91, 0.02], [-0.56, 0.59, -0.24], [-0.48, 0.57, -0.41], [-1.73, -1.24, -0.55], [1.71, 0.61, -0.91], [-0.90, 0.81, 0.20], [0.54, -0.67, 0.61], [-0.88, -0.16, 0.32], [-0.83, 0.17, 0.04]],
  "orbital_gap_ev": 8.7,
  "e_lumo_ev": 0.220,
  "charge": 0,
  "largest_force_ev_per_a": 7.207,
  "smiles": "CCCCc1nc(Cl)c(CC(=O)OC)n1Cc1ccc(NC(=O)C(F)(F)F)cc1",
  "de_lowest_kcal_mol": 88.1
}

---

Entry 5:
{
  "formula": "C2H6BrOP",
  "method": "ωB97M-V with the def2-TZVPD basis set",
  "species": ["C", "C", "O", "P", "Br", "H", "H", "H", "H", "H", "H"],
  "xyz": [[0.74120, -1.39220, -0.17953], [0.33359, -0.02361, -0.53466], [-2.09501, 0.55610, 0.35805], [-0.51308, 0.85918, 0.77459], [2.23589, 1.48766, 0.07899], [1.33159, -1.21050, 0.68554], [-0.20836, -1.76599, 0.07842], [1.37063, -1.80983, -0.89024], [0.08813, 0.24460, -1.65655], [-2.62573, 0.88031, 1.10378], [-0.65885, 2.17428, 0.18162]],
  "forces_ev_per_a": [[0.47, 2.64, 0.44], [0.95, 2.46, -2.67], [-0.71, -0.65, 0.35], [-0.65, 2.08, 0.58], [-1.53, -1.43, -0.83], [0.33, -0.56, 1.22], [-1.01, -1.73, 0.20], [0.48, -1.41, -1.46], [0.75, -0.47, 2.30], [-0.07, -0.38, -0.35], [1.00, -0.55, 0.23]],
  "orbital_gap_ev": 8.1,
  "e_lumo_ev": -1.106,
  "charge": 0,
  "largest_force_ev_per_a": 3.754,
  "de_lowest_kcal_mol": 70.0
}